The following is a DFT calculation (the ωB97M-V functional and the def2-TZVPD basis) of a cluster of 9 separate species, C25H49Cl3O16 in total in a non-equilibrium geometry.

XYZ file:
```
93
Properties=species:S:1:pos:R:3:forces:R:3:mulliken_charge:R:1
C 1.1684 -7.6341 -0.2098 0.6100 -0.5805 -0.0486 -0.6369
O 0.0822 -6.8061 -0.5975 0.0377 -0.0930 -0.0776 -0.3459
C 0.0214 -5.6463 0.0492 -0.1558 0.2053 -0.1537 0.7643
O 0.7284 -5.2842 0.9437 0.4905 -0.0615 0.5089 -0.5251
O -0.9687 -4.9379 -0.4699 -0.6077 0.0097 -0.0941 -0.3825
C -1.2656 -3.6997 0.1790 -0.1447 0.3349 -0.1958 -0.1798
H 2.1326 -7.1879 -0.4573 -0.1238 0.2208 0.0658 0.3006
H 1.0885 -8.5592 -0.7769 -0.2395 0.0893 -0.0323 0.2255
H 1.1557 -7.8713 0.8520 -0.1310 0.1571 0.0474 0.2909
H -2.3026 -3.4769 -0.0660 0.0507 -0.0041 -0.1075 0.1859
H -0.6175 -2.9160 -0.2068 0.0503 0.0251 0.0297 0.2251
H -1.1645 -3.7358 1.2572 0.2483 -0.1966 0.0085 0.0070
C -2.4036 0.4681 3.8279 -0.0823 0.0948 0.3369 -0.7449
O -1.7218 -0.7616 4.0783 0.3527 -0.0527 -0.1771 -0.3171
C -2.3732 -1.8644 3.7216 0.3521 -0.0790 0.1244 0.9821
O -3.5434 -1.9502 3.4852 -0.7583 0.1095 -0.3075 -0.5978
O -1.5269 -2.8913 3.7133 0.2483 0.2077 0.0232 -0.2613
C -2.1471 -4.1774 3.7087 0.1081 -0.2199 0.7298 -0.8066
H -2.0851 0.8665 2.8666 -0.0805 -0.0708 -0.0837 0.1186
H -2.1147 1.1617 4.6131 0.1118 -0.0482 0.0278 0.3199
H -3.4765 0.3039 3.8825 -0.0409 0.0978 -0.1773 0.4473
H -3.0618 -4.1352 4.2962 -0.0683 -0.1019 -0.1340 0.3548
H -1.4280 -4.8200 4.2104 -0.0154 -0.1360 -0.1420 0.2601
H -2.3539 -4.5550 2.7134 -0.0463 0.1640 -0.1380 0.3175
C -7.1607 3.6623 1.1135 -0.2857 0.0390 -0.1204 -0.6638
O -6.9662 2.2525 0.9519 -0.7270 0.3739 0.0597 -0.3773
C -5.7386 1.8730 0.6473 -0.2322 0.1004 0.2840 0.8311
O -4.8226 2.6037 0.4014 0.8356 0.4467 -0.2033 -0.5659
O -5.7077 0.5634 0.6807 -0.5012 -0.8619 -0.0083 -0.3897
C -4.4377 -0.0385 0.5461 1.0863 0.3866 -0.0887 -0.0754
H -8.1918 3.8798 0.8454 -0.0338 -0.1796 0.0251 0.2344
H -6.5057 4.2256 0.4555 0.1459 -0.0054 0.1361 0.3193
H -7.0108 3.9197 2.1606 0.1723 0.0949 -0.0499 0.2740
H -3.8340 0.1705 1.4289 -0.1106 -0.2051 0.1141 0.0518
H -3.8838 0.3934 -0.2894 -0.2064 -0.1482 -0.1727 0.0721
H -4.5721 -1.1037 0.4244 -0.1755 -0.0916 0.0158 0.2596
C 0.2109 2.4378 -3.5995 -0.7847 0.1098 -0.9080 -0.6061
O 1.6082 2.4408 -3.3603 -0.3076 -0.0075 0.9801 -0.1669
C 2.4670 2.2421 -4.3480 -0.5075 -0.0540 -0.2875 0.5990
O 3.5976 1.9360 -4.1546 0.9640 -0.0315 0.1025 -0.5567
O 1.9044 2.4308 -5.5431 -0.4501 0.3051 -0.2144 -0.3235
C 2.8175 2.5051 -6.6292 0.5070 -0.3967 -0.2422 -0.6506
H -0.3305 2.7179 -2.7011 0.4037 -0.0463 0.2770 0.0172
H -0.1416 1.4581 -3.9232 0.1251 -0.0426 0.1000 0.4171
H -0.0794 3.1513 -4.3756 0.2088 0.0022 0.0441 0.4580
H 3.5160 3.3262 -6.4798 0.0198 -0.0047 0.0102 0.2987
H 2.2495 2.6585 -7.5394 -0.2319 0.0703 0.0832 0.2206
H 3.3724 1.5698 -6.7126 0.0482 0.0977 0.0211 0.2929
Cl 3.5441 4.0969 3.5574 -0.0691 0.0352 0.0089 -0.1129
C 4.6023 3.9912 2.1608 0.1703 -0.0716 -0.3665 -0.1269
Cl 3.8122 3.2003 0.7844 -0.0272 0.0131 0.1261 -0.0508
Cl 6.1092 3.1709 2.5526 0.0096 -0.0668 0.0813 -0.1029
H 4.8515 4.9865 1.8250 -0.0295 0.1406 0.1339 0.3964
C -3.9869 2.5495 -5.2058 -0.4900 -0.0072 0.4527 -1.1752
C -3.3762 2.1534 -3.8738 0.0672 0.4010 -0.3203 0.8035
C -3.6287 3.0484 -2.6793 0.1668 -0.2762 -0.7060 -0.7665
O -2.6674 1.1811 -3.7821 0.1250 -0.3194 0.0802 -0.5322
H -4.4199 1.6816 -5.6984 0.2166 -0.0915 -0.0837 0.3213
H -3.2093 2.9836 -5.8329 0.0174 -0.0115 -0.0578 0.2747
H -4.7815 3.2806 -5.0529 0.0926 0.0699 -0.1350 0.3555
H -3.9508 4.0330 -3.0042 -0.0902 0.1063 0.1640 0.4668
H -2.6964 3.1140 -2.1250 -0.1582 -0.0001 0.3387 0.1531
H -4.4083 2.5687 -2.0895 0.0486 0.1825 0.2795 0.1003
C -0.9640 0.0275 -0.9960 0.5554 -0.0729 0.0406 -0.5640
C -0.0417 0.3045 0.1700 -0.5576 0.6162 -0.1321 0.5592
C 0.9735 1.4198 -0.0065 0.0231 -1.0281 0.0190 -0.5589
O -0.1743 -0.3044 1.2047 0.2291 -0.1610 0.3652 -0.4636
H -0.3481 -0.3613 -1.8152 -0.2094 -0.0998 -0.0341 0.3306
H -1.4367 0.9300 -1.3817 -0.0322 0.0353 0.0825 -0.0008
H -1.7073 -0.6951 -0.6754 -0.0545 -0.1015 -0.1997 0.1035
H 0.7005 1.9985 -0.8804 0.2238 0.3989 0.1129 0.1459
H 1.9465 0.9477 -0.1870 -0.0570 0.0779 -0.1296 0.0462
H 1.0779 1.9790 0.9180 -0.1633 0.2268 -0.0488 0.3995
C 7.1437 -0.5419 1.1414 0.1775 0.3928 0.1304 -0.9129
C 6.3750 -1.1394 -0.0019 0.0310 -0.3889 -0.0769 0.8398
C 5.3200 -0.2864 -0.6494 0.3864 0.8456 -0.1166 -0.6390
O 6.6179 -2.2560 -0.4040 -0.0488 0.0761 -0.0172 -0.5896
H 6.4956 -0.2852 1.9817 -0.1263 -0.1463 -0.0797 0.1857
H 7.6101 0.3970 0.8236 -0.0018 -0.0753 -0.0573 0.3050
H 7.9148 -1.2341 1.4649 0.0002 -0.0599 0.0330 0.2773
H 4.5502 -0.0139 0.0762 -0.1538 -0.2575 -0.0908 -0.0574
H 4.9484 -0.7246 -1.5692 -0.2898 -0.2777 0.1907 0.3124
H 5.7704 0.6742 -0.9369 0.0191 -0.0969 0.1069 0.3069
C 2.7270 0.4842 3.5850 0.4360 -0.3656 0.4351 -0.0589
C 3.3321 -0.8837 3.3460 -0.3186 0.1389 -0.3775 0.6863
C 2.4041 -2.0514 3.3798 -0.3928 -0.2445 0.4530 -1.0420
O 4.5035 -1.0074 3.0822 0.4110 0.0498 0.0260 -0.5835
H 3.0748 0.8244 4.5670 -0.0282 0.0228 -0.0794 0.4152
H 1.6441 0.4329 3.6069 -0.1386 0.2244 -0.2602 0.0539
H 3.1457 1.1611 2.8444 -0.2693 0.1307 -0.0584 -0.3523
H 1.7462 -2.0439 2.5109 0.0202 0.1189 -0.1724 0.1578
H 1.7272 -1.9676 4.2366 0.0698 -0.0632 -0.0132 0.3389
H 2.9465 -2.9899 3.4143 0.0811 -0.0440 -0.0377 0.3827
```
Forces are in eV/Å.

SMILES ... COC(=O)OC.COC(=O)OC.COC(=O)OC.COC(=O)OC.ClC(Cl)Cl.CC(C)=O.CC(C)=O.CC(C)=O.CC(C)=O
Energy relative to the best compared isomer or geometry (same formula, charge and spin) ... 11.5 kcal per mole
Charge ... 0
Molar mass ... 712.01 g mol⁻¹
HOMO energy ... -8.9 eV



The following is a DFT calculation (the ωB97M-V functional and the def2-TZVPD basis) of a structure of composition C25H49N2O11SSbSi3Sr in a non-equilibrium geometry.

XYZ file:
```
93
Properties=species:S:1:pos:R:3:forces:R:3:mulliken_charge:R:1
Sr -0.7717 0.0983 1.2712 0.0808 -0.8156 -1.2250 1.5542
O 0.0083 4.3503 1.3861 -0.0400 -0.0253 0.0575 -0.8634
C -0.6103 3.2818 1.3251 -0.2952 0.1825 0.1345 -0.2956
O -0.3790 2.3186 0.5355 0.1772 0.1892 0.1412 0.4816
C -1.7977 3.0940 2.3200 -0.0002 0.0252 -0.1048 0.4070
C -1.5143 2.1159 3.5021 -0.1417 0.0341 -0.1412 0.0435
C -2.3713 2.5115 4.7000 0.0835 0.1375 0.0337 -1.1852
C -3.7869 2.1791 4.1770 -0.1070 -0.0386 -0.0251 -0.9383
C -3.4699 1.4804 2.8412 -0.0872 0.1137 -0.0060 0.3698
O -2.1936 0.8842 3.1090 -0.0871 0.4444 0.1430 -0.5375
C -3.1468 2.5055 1.7553 0.1446 0.1312 -0.2204 -0.0199
C -3.1219 1.8836 0.3176 -0.1792 -0.0338 0.1397 -0.1092
O -3.4285 2.6191 -0.6193 0.0278 0.0573 0.0629 -0.8668
O -2.8728 0.6261 0.2396 -0.3360 0.4324 0.0484 -0.3287
H -1.9658 4.0875 2.7356 -0.0742 -0.0123 -0.0184 0.5803
H -0.4684 1.9074 3.7148 -0.0119 -0.1295 -0.0172 0.5639
H -2.2468 3.5620 4.9653 0.0151 -0.0171 0.0282 0.4059
H -2.1012 1.8863 5.5501 -0.0025 0.0060 0.0051 0.4126
H -4.4046 3.0662 4.0236 -0.0045 -0.0129 0.0019 0.3376
H -4.3146 1.5051 4.8532 -0.0038 0.0058 -0.0056 0.3120
H -4.1835 0.7200 2.5349 0.0918 0.0306 0.0635 0.0739
H -3.9025 3.2905 1.7026 0.0296 0.0278 0.0499 0.4075
O 1.8861 -1.8428 3.7542 0.1233 -0.1257 0.0067 -0.6741
S 0.7144 -0.9973 3.5319 0.2140 0.0698 -0.0002 1.2826
O 0.0723 -0.5473 4.7626 0.0478 -0.0543 0.1254 -0.7439
O 1.0995 0.2194 2.6992 0.1126 -0.4401 0.6168 -0.7021
O -0.2911 -1.7500 2.6718 0.2604 -0.2081 0.4317 -0.8665
N -1.3965 -2.8341 -1.2954 -0.0126 -0.1068 -0.1581 -0.5071
C -2.4105 -2.8705 -0.7401 0.0590 0.2020 0.1808 0.3349
N -3.5301 -2.8866 -0.0375 -0.0301 -0.1107 -0.0140 0.2056
C -4.4660 -1.7655 -0.0394 -0.1242 -0.0532 -0.1274 -0.5293
C -4.9660 -1.5830 1.3785 0.0547 -0.0333 -0.0329 -0.5004
O -5.5328 -2.7912 1.8867 -0.0592 -0.0604 -0.0221 -0.5232
C -4.5611 -3.8208 1.9282 0.0384 0.0128 0.0294 -0.4390
C -4.0273 -4.1257 0.5369 0.0240 0.0318 0.0724 -0.6400
H -5.3087 -1.9967 -0.7045 -0.0180 -0.0249 0.0135 0.1972
H -3.9569 -0.8602 -0.3760 -0.0480 -0.0673 0.0564 0.3417
H -5.7511 -0.8287 1.4135 -0.0027 0.0025 -0.0013 0.4136
H -4.1355 -1.2670 2.0199 -0.0047 -0.0520 -0.0393 0.3387
H -5.0474 -4.7000 2.3532 -0.0110 0.0026 -0.0074 0.3731
H -3.7272 -3.5241 2.5767 0.0075 0.0078 -0.0149 0.2260
H -4.8298 -4.5386 -0.0891 -0.0062 0.0124 0.0001 0.2868
H -3.2125 -4.8469 0.5878 0.0035 -0.0035 0.0261 0.4235
C 3.9269 0.8372 1.0834 0.0179 -0.0399 -0.0061 -0.7726
Si 3.3242 1.5544 -0.5356 -0.0234 -0.0051 0.0445 0.6550
C 4.7661 1.4827 -1.7643 0.0013 0.0982 0.0040 -1.1236
C 2.9122 3.3695 -0.3128 -0.0149 -0.0468 0.0334 -0.7622
Sb 1.2870 0.2479 -1.3790 0.3715 0.3271 -0.4323 -1.6984
Si 0.5197 2.1319 -2.9600 -0.0941 -0.1554 -0.0208 0.8593
C -0.3271 3.5883 -2.1553 0.0066 -0.0337 -0.0533 -0.8872
C -0.7575 1.3167 -4.0857 0.0017 0.0020 -0.0576 -1.1951
C 1.8658 2.8558 -4.0799 0.0072 0.0465 0.0080 -1.0290
Si 2.4376 -1.2046 -3.1605 -0.1422 -0.1283 0.0526 1.0060
C 4.0919 -1.9818 -2.7010 0.0440 0.0897 -0.0409 -1.0478
C 2.7666 -0.4490 -4.8658 0.0247 -0.0425 0.0069 -1.3141
C 1.2563 -2.6252 -3.5110 -0.0074 -0.0287 -0.0390 -1.0413
H 4.5209 1.5932 1.6084 0.0491 -0.0550 0.0062 0.3601
H 4.5543 -0.0394 0.9002 0.0055 -0.0045 0.0059 0.1797
H 3.1069 0.5303 1.7379 -0.0455 0.0665 -0.0136 -0.0018
H 5.4679 2.2831 -1.5030 0.0360 -0.0300 -0.0272 0.4072
H 4.4524 1.6361 -2.7995 -0.0345 0.0246 0.0140 0.2122
H 5.2977 0.5329 -1.7062 -0.0077 -0.0092 0.0296 0.2366
H 3.7833 3.8415 0.1567 -0.0256 0.0532 -0.0127 0.4567
H 2.0362 3.5456 0.3168 0.0097 -0.0573 0.0174 0.0792
H 2.7313 3.8639 -1.2693 0.0258 0.0134 -0.0244 0.1328
H -1.3189 3.3065 -1.7957 -0.0101 -0.0129 -0.0116 0.1333
H -0.4287 4.3504 -2.9392 -0.0578 0.0411 0.0607 0.4828
H 0.2062 4.0078 -1.3040 0.0642 0.0114 -0.0230 0.1527
H -1.6059 0.9826 -3.4838 0.0038 0.0197 0.0180 0.2738
H -0.3605 0.4484 -4.6177 0.0132 0.0164 -0.0042 0.2429
H -1.1275 2.0376 -4.8228 -0.0120 -0.0237 -0.0097 0.3637
H 2.6049 3.4222 -3.5103 -0.0121 0.0176 0.0356 0.2555
H 1.3600 3.5549 -4.7562 0.0550 0.0189 -0.0160 0.4019
H 2.3995 2.1244 -4.6842 -0.0776 -0.0096 0.0279 0.2373
H 4.9225 -1.2804 -2.7904 -0.0191 0.0147 -0.0505 0.3168
H 4.2474 -2.7875 -3.4279 0.0828 -0.0271 0.0479 0.4032
H 4.0908 -2.3968 -1.6961 -0.0575 -0.0166 0.0018 0.0010
H 3.5138 0.3458 -4.8652 0.0341 -0.0476 0.0500 0.3198
H 1.8641 -0.0712 -5.3488 -0.0073 -0.0074 0.0169 0.3255
H 3.1553 -1.2796 -5.4670 -0.0051 0.0582 -0.0839 0.3709
H 0.8449 -3.0505 -2.5970 0.0528 0.0024 0.0540 0.1847
H 1.7876 -3.4080 -4.0646 -0.0488 -0.0033 -0.0329 0.4054
H 0.4066 -2.2909 -4.1128 0.0100 0.0118 -0.0006 0.2613
C 3.8026 -3.3714 1.6888 -0.0553 -0.0176 -0.0616 -1.2977
C 2.5596 -3.3399 0.8390 -0.0024 0.2146 -0.0115 0.9089
C 1.4029 -4.1975 1.2589 -0.0183 0.0093 0.0065 -0.8916
O 2.4823 -2.5996 -0.1217 0.0057 -0.1567 0.0556 -0.2932
H 4.0672 -4.3968 1.9562 0.0349 0.0227 0.0076 0.4168
H 3.5668 -2.8233 2.6049 -0.0508 0.0343 0.0642 0.2737
H 4.6174 -2.8806 1.1574 0.0066 -0.0203 0.0477 0.2525
H 0.8651 -3.6415 2.0358 -0.0045 0.0496 0.0186 0.0614
H 1.7405 -5.1466 1.6799 -0.0313 -0.0067 -0.0209 0.4292
H 0.7349 -4.3451 0.4105 -0.0072 -0.0121 0.0313 0.1922
```
Forces are in eV/Å.

Energy relative to the best compared isomer or geometry (same formula, charge and spin) ... 26.5 kcal per mole
Charge ... -2
Molar mass ... 879.38 g mol⁻¹
HOMO energy ... -3.1 eV